Density functional theory data (wB97M-V/def2-TZVPD) for a structure of composition C5H10O.

The geometry in XYZ format:
```
16
Properties=species:S:1:pos:R:3:forces:R:3
O 1.711 -0.790 0.093 1.09 0.65 0.62
C 0.007 0.776 0.551 -0.32 -0.44 0.71
C 1.347 0.324 0.949 1.22 0.67 -2.01
C -0.424 -0.635 0.644 -2.65 -0.73 -0.21
C -1.059 -1.388 -0.485 -0.30 0.26 0.29
C -0.158 1.506 -0.774 0.25 0.03 -0.13
H -0.511 -1.077 1.623 -0.15 0.16 0.22
H 2.156 1.058 0.928 0.10 -0.06 0.85
H 1.817 -1.502 0.724 0.13 -0.35 -0.31
H 0.260 2.516 -0.696 -0.08 -0.15 0.00
H -1.210 1.593 -1.065 0.12 -0.05 0.05
H -0.718 -1.071 -1.473 0.07 -0.08 0.14
H -0.493 1.327 1.366 0.34 0.07 -0.11
H -2.138 -1.149 -0.422 0.16 -0.18 -0.21
H 0.391 0.985 -1.565 -0.13 0.07 0.07
H -0.979 -2.475 -0.398 0.14 0.13 0.02
```
Positions in Å, forces in eV/Å.

Properties
- gap between HOMO and LUMO (spin up / spin down) (eV) = 9.14 / 7.05
- ΔE to the lowest compared entry with this formula, charge and spin (kcal/mol) = 114.0